{"formula": "C2H8N2", "method": "the ωB97M-V functional and the def2-TZVPD basis", "symbols": ["N", "C", "C", "N", "H", "H", "H", "H", "H", "H", "H", "H"], "xyz": [[0.850, -1.429, 1.107], [-0.186, -0.337, 0.702], [-0.042, 0.174, -0.739], [-0.783, 1.493, -0.952], [1.020, -2.088, 0.383], [1.744, -1.012, 1.191], [-1.254, -0.631, 0.883], [0.198, 0.527, 1.219], [-0.201, -0.687, -1.239], [1.041, 0.377, -1.260], [-1.479, 1.988, -0.460], [-0.171, 2.059, -1.583]], "lowdin_charge": [-0.005, -0.237, -0.288, -0.020, 0.029, 0.030, 0.122, 0.086, 0.034, 0.151, 0.033, 0.066], "orbital_gap_ev": 9.78, "e_above_lowest_kcal_mol": 42.9, "total_energy_ev": -5181.879, "e_lumo_ev": 1.146, "smiles": "NCCN"}

{"formula": "C2H8N2", "method": "the ωB97M-V functional and the def2-TZVPD basis", "symbols": ["H", "N", "C", "N", "H", "H", "H", "C", "H", "H", "H", "H"], "xyz": [[-0.932, -4.287, 2.576], [-0.434, -3.491, 2.979], [-0.401, -2.539, 2.114], [0.472, -1.519, 2.256], [-1.225, -2.363, 1.412], [0.427, -0.782, 1.584], [1.269, -1.563, 2.861], [0.160, 3.326, -3.170], [-0.261, 2.369, -3.482], [0.259, 4.060, -3.958], [-0.488, 3.697, -2.380], [1.156, 3.091, -2.791]], "lowdin_charge": [0.023, 0.027, -0.407, 0.070, 0.115, 0.078, 0.094, -0.052, 0.015, 0.011, 0.013, 0.014], "orbital_gap_ev": 9.80, "e_above_lowest_kcal_mol": 7.0, "total_energy_ev": -5183.436, "e_lumo_ev": 0.811, "smiles": "[H]/N=C/N.C"}

{"formula": "C2H8N2", "method": "the ωB97M-V functional and the def2-TZVPD basis", "symbols": ["C", "N", "H", "H", "H", "C", "N", "H", "H", "H", "H", "H"], "xyz": [[-3.034, -3.020, -1.749], [-3.919, -3.206, -0.871], [-2.229, -3.729, -1.836], [-2.968, -2.164, -2.427], [-4.655, -2.503, -0.936], [2.654, 1.832, 0.652], [2.025, 2.782, 1.591], [3.333, 2.376, 0.007], [1.972, 1.252, 0.043], [3.267, 1.135, 1.231], [2.488, 2.710, 2.489], [1.066, 2.535, 1.805]], "lowdin_charge": [-0.156, 0.013, 0.047, 0.061, 0.035, -0.192, -0.081, 0.055, 0.063, 0.062, 0.047, 0.047], "orbital_gap_ev": 10.37, "e_above_lowest_kcal_mol": 26.2, "total_energy_ev": -5182.603, "e_lumo_ev": 1.048, "smiles": "C=N.CN"}

{"formula": "C2H8N2", "method": "the ωB97M-V functional and the def2-TZVPD basis", "symbols": ["C", "H", "H", "H", "H", "N", "C", "N", "H", "H", "H", "H"], "xyz": [[0.835, 0.411, -2.108], [0.977, -0.666, -1.969], [1.202, 0.990, -1.268], [-0.215, 0.605, -2.285], [1.380, 0.677, -3.012], [-0.790, 0.767, 1.395], [-0.668, -0.564, 1.404], [-0.746, -1.310, 2.469], [-0.691, 1.255, 0.510], [-0.205, 1.165, 2.135], [-0.620, -1.041, 0.424], [-0.458, -2.288, 2.307]], "lowdin_charge": [-0.053, 0.022, 0.005, 0.015, 0.031, 0.258, -0.183, 0.307, 0.138, 0.165, 0.162, 0.133], "orbital_gap_ev": [12.00, 7.63], "multiplicity": 2, "charge": 1, "e_above_lowest_kcal_mol": 41.1, "s2": 0.77, "total_energy_ev": -5174.184, "e_lumo_ev": [-4.944, -9.302]}

{"formula": "C2H8N2O", "method": "the ωB97M-V functional and the def2-TZVPD basis", "symbols": ["C", "O", "H", "H", "H", "N", "C", "N", "H", "H", "H", "H", "H"], "xyz": [[1.910, -0.649, -0.756], [0.759, -0.378, -1.449], [2.668, -0.029, -1.213], [1.847, -0.111, 0.189], [2.195, -1.687, -0.604], [-1.559, -0.675, -0.092], [-1.614, 0.318, 0.793], [-0.753, 1.377, 0.804], [-0.133, -0.799, -1.077], [-2.518, -1.043, -0.217], [-2.197, 0.218, 1.763], [-0.691, 2.032, 1.576], [0.085, 1.427, 0.284]], "lowdin_charge": [-0.291, -0.232, 0.053, 0.041, 0.058, -0.140, -0.576, -0.027, 0.042, -0.022, 0.037, 0.043, 0.012], "orbital_gap_ev": [3.16, 7.25], "multiplicity": 2, "charge": -1, "e_above_lowest_kcal_mol": 49.9, "s2": 0.75, "total_energy_ev": -7228.649, "e_lumo_ev": [4.541, 4.323]}

{"formula": "C2H8N2O", "method": "the ωB97M-V functional and the def2-TZVPD basis", "symbols": ["H", "N", "C", "N", "C", "H", "H", "H", "H", "H", "O", "H", "H"], "xyz": [[-1.967, 0.084, 3.044], [-1.586, -0.133, 2.135], [-1.376, 0.698, 1.213], [-0.657, 0.405, 0.110], [-0.845, 1.130, -1.150], [-1.828, 1.693, 1.267], [-0.204, -0.489, 0.033], [0.025, 0.913, -1.758], [-1.840, 0.901, -1.543], [-0.966, 2.199, -0.958], [3.893, -2.118, -0.728], [4.192, -2.959, -0.350], [3.160, -2.325, -1.316]], "lowdin_charge": [0.026, 0.052, -0.382, -0.071, -0.094, 0.120, 0.121, 0.079, 0.076, 0.074, -0.066, 0.039, 0.027], "orbital_gap_ev": 9.47, "e_above_lowest_kcal_mol": 39.0, "total_energy_ev": -7230.638, "e_lumo_ev": 0.718, "smiles": "[H]/N=C/NC.O"}

{"formula": "C2H8N2O", "method": "the ωB97M-V functional and the def2-TZVPD basis", "symbols": ["C", "N", "C", "N", "H", "H", "H", "H", "H", "H", "H", "H", "O"], "xyz": [[-0.699, -0.090, -1.110], [-0.592, 1.247, -0.721], [0.205, 1.354, 0.421], [0.329, 0.188, 1.239], [-1.084, -0.274, -2.110], [-1.264, -0.743, -0.415], [0.289, -0.625, -1.148], [1.194, 1.618, 0.010], [-0.209, 2.113, 1.101], [1.052, -2.855, 0.064], [0.445, 0.351, 2.222], [0.297, -0.758, 0.755], [0.552, -2.048, -0.056]], "lowdin_charge": [-0.144, 0.121, -0.331, 0.054, 0.090, 0.129, 0.111, 0.173, 0.149, -0.054, 0.084, -0.002, -0.378], "orbital_gap_ev": 5.82, "e_above_lowest_kcal_mol": 158.0, "total_energy_ev": -7225.476, "e_lumo_ev": -2.770}

{"formula": "C2H8N2O", "method": "the ωB97M-V functional and the def2-TZVPD basis", "symbols": ["C", "O", "H", "H", "N", "C", "N", "H", "H", "H", "H", "H", "H"], "xyz": [[-1.612, 1.386, -0.749], [-2.147, 0.469, -0.212], [-0.727, 1.425, -1.397], [-1.623, 2.404, -0.242], [1.260, -0.805, -0.913], [1.528, -0.160, 0.384], [0.713, -0.732, 1.470], [1.428, -1.810, -0.783], [0.261, -0.550, -1.269], [2.591, -0.188, 0.627], [1.241, 0.870, 0.188], [-0.202, -0.836, 1.043], [0.896, -1.669, 1.817]], "lowdin_charge": [-0.168, 0.010, 0.068, 0.094, -0.042, -0.365, -0.013, 0.060, 0.079, 0.100, 0.083, 0.034, 0.057], "orbital_gap_ev": 9.08, "e_above_lowest_kcal_mol": 62.4, "total_energy_ev": -7229.620, "e_lumo_ev": 0.298, "smiles": "C=O.NCN"}

{"formula": "C2H8N2O", "method": "the ωB97M-V functional and the def2-TZVPD basis", "symbols": ["H", "N", "C", "N", "C", "H", "H", "H", "H", "H", "O", "H", "H"], "xyz": [[-0.497, 2.441, 0.045], [-0.555, 1.437, -0.113], [0.546, 0.884, 0.224], [0.748, -0.435, 0.023], [1.074, -1.222, 1.196], [1.385, 1.472, 0.593], [0.031, -0.836, -0.557], [1.710, -0.636, 1.865], [0.165, -1.332, 1.805], [1.573, -2.130, 0.952], [-1.828, -0.025, -2.319], [-1.666, 0.712, -1.710], [-2.688, -0.331, -2.003]], "lowdin_charge": [0.046, 0.073, -0.338, -0.068, -0.096, 0.125, 0.108, 0.080, 0.088, 0.068, -0.095, -0.020, 0.031], "orbital_gap_ev": 10.37, "e_above_lowest_kcal_mol": 29.3, "total_energy_ev": -7231.058, "e_lumo_ev": 1.011, "smiles": "[H]/N=C/NC.O"}

{"formula": "C2H8N2O", "method": "the ωB97M-V functional and the def2-TZVPD basis", "symbols": ["C", "C", "N", "N", "O", "H", "H", "H", "H", "H", "H", "H", "H"], "xyz": [[-0.063, -0.950, -0.530], [0.701, -0.577, 1.185], [-0.183, 1.394, -0.501], [0.046, 0.236, -1.250], [-1.589, 1.433, -0.197], [-1.951, 2.008, -0.882], [0.208, 0.993, 0.518], [0.928, 0.350, -1.736], [0.435, -1.784, -1.012], [-1.085, -1.112, -0.203], [0.006, -0.185, 1.926], [0.829, -1.625, 1.449], [1.718, -0.180, 1.236]], "lowdin_charge": [-0.127, -0.080, -0.127, -0.163, -0.097, 0.080, 0.101, 0.116, 0.094, 0.084, 0.042, 0.030, 0.047], "orbital_gap_ev": 10.06, "e_above_lowest_kcal_mol": 119.6, "total_energy_ev": -7227.142, "e_lumo_ev": 1.054}

{"formula": "C2H8N2O", "method": "the ωB97M-V functional and the def2-TZVPD basis", "symbols": ["C", "C", "N", "N", "H", "H", "H", "H", "H", "H", "H", "H", "O"], "xyz": [[1.078, -0.501, 0.015], [0.975, -0.069, 1.268], [-0.003, -0.852, 2.038], [0.787, 0.416, -1.084], [1.349, -1.559, -0.359], [1.319, 0.898, 1.633], [-0.893, -0.637, 1.654], [0.201, -1.804, 1.921], [1.197, 1.279, -0.837], [1.110, 0.063, -2.061], [-1.909, 0.691, -0.835], [-2.748, 0.764, -2.065], [-2.462, 1.311, -1.289]], "lowdin_charge": [-0.038, -0.039, 0.150, 0.156, 0.186, 0.150, 0.099, 0.082, 0.094, 0.177, -0.029, 0.072, -0.059], "orbital_gap_ev": [9.09, 7.13], "multiplicity": 2, "charge": 1, "e_above_lowest_kcal_mol": 67.6, "s2": 0.75, "total_energy_ev": -7220.916, "e_lumo_ev": [-5.719, -7.679]}

{"formula": "C2H8N2O", "method": "the ωB97M-V functional and the def2-TZVPD basis", "symbols": ["C", "O", "H", "H", "H", "N", "C", "N", "H", "H", "H", "H", "H"], "xyz": [[-6.163, 1.081, -0.095], [-6.761, -0.083, 0.718], [-6.828, 2.018, -0.265], [-5.445, 1.439, 0.619], [-5.845, 0.912, -1.161], [5.817, 0.461, 0.451], [5.140, -0.670, 0.219], [5.502, -1.518, -0.936], [-5.980, -0.427, 1.184], [5.352, 0.748, 1.314], [4.054, -0.838, 0.381], [6.493, -1.115, -1.202], [4.664, -2.009, -1.228]], "lowdin_charge": [-0.112, -0.160, 0.093, 0.048, 0.075, 0.248, -0.117, 0.267, 0.055, 0.098, 0.151, 0.213, 0.142], "orbital_gap_ev": [6.21, 2.36], "multiplicity": 2, "charge": 1, "e_above_lowest_kcal_mol": 109.2, "s2": 0.80, "total_energy_ev": -7219.110, "e_lumo_ev": [-5.676, -9.527]}